[1]
9
Properties=species:S:1:pos:R:3:forces:R:3 method="wB97M-V/def2-TZVPD" homo_energy_ev="-10.19 / -10.20" e_above_lowest_ev=2.963 homo_lumo_gap_ev="10.91 / 9.48" charge=0 total_energy_ha=-300.23664 e_lumo_ev="0.7 / -0.7" spin_multiplicity=3 fmax_ev_per_a=5.514 s2=2.006
C 0.63965 -0.44019 0.03177 -5.375 -0.929 0.801
N -0.88100 2.30214 0.67710 1.214 -0.100 -0.259
N -1.02347 0.37147 -1.52746 -2.173 -0.027 -0.933
O -1.90499 -0.10400 -0.86980 1.503 0.211 0.371
O 0.22612 0.10039 -1.23861 1.369 0.243 0.814
H 0.20792 0.06055 0.89453 0.216 1.261 -0.259
H 1.63995 -0.40941 0.03902 3.525 -0.329 -0.064
H 0.09863 -1.37349 0.24782 0.986 -0.563 -0.797
H -1.83174 2.47830 0.95082 -1.265 0.234 0.325

[2]
10
Properties=species:S:1:pos:R:3:forces:R:3 method="wB97M-V/def2-TZVPD" homo_energy_ev="-9.38 / -10.14" e_above_lowest_ev=6.154 homo_lumo_gap_ev="7.76 / 9.54" charge=0 total_energy_ha=-698.44916 e_lumo_ev="-1.6 / -0.6" fmax_ev_per_a=5.493
C 0.76249 -0.84997 -1.44104 1.489 -0.200 1.734
N 0.44512 0.82469 1.25256 -1.622 -1.018 -5.148
N 0.05199 -0.60328 0.89684 0.705 -0.369 -1.601
O -2.05987 0.58183 1.74082 -0.321 -0.664 -0.320
O -1.39943 1.17266 -0.54467 0.395 -0.988 -0.046
S -1.09150 0.51644 0.68877 0.283 2.652 1.900
H -0.11133 -0.89749 -2.01432 -1.272 0.113 -0.502
H 1.25371 0.10194 -1.27988 -0.137 -0.118 -0.121
H 1.38783 -1.75100 -1.43722 -0.320 0.453 0.253
H 0.76099 0.90418 2.13815 0.799 0.139 3.849

[3]
10
Properties=species:S:1:pos:R:3:forces:R:3 method="wB97M-V/def2-TZVPD" homo_energy_ev=-10.26 e_above_lowest_ev=3.519 homo_lumo_gap_ev=10.63 charge=0 total_energy_ha=-698.54600 e_lumo_ev=0.4 fmax_ev_per_a=3.617
O -1.52553 0.66360 2.74862 -1.324 0.448 0.322
N -0.75240 0.52282 1.84211 -0.051 -0.476 0.793
O 0.41280 0.28537 2.00880 1.807 -0.127 -0.247
H -1.03837 0.49754 0.82946 -0.415 0.354 -0.354
H -1.48517 -0.58441 -1.10300 0.725 -0.078 -0.335
N -0.76490 0.06004 -0.76162 -3.578 -0.212 0.480
C 0.43197 -0.05497 -1.02960 0.411 -0.626 -1.003
S 1.18000 -1.10530 -2.13392 1.940 -1.234 -0.729
H 0.98906 0.68672 -0.61577 2.318 1.800 1.277
H 2.55252 -0.97141 -1.78508 -1.832 0.150 -0.203

[4]
10
Properties=species:S:1:pos:R:3:forces:R:3 method="wB97M-V/def2-TZVPD" homo_energy_ev=-9.28 e_above_lowest_ev=2.892 homo_lumo_gap_ev=9.61 charge=0 total_energy_ha=-698.56905 e_lumo_ev=0.3 smiles="O=C(NO)NS" fmax_ev_per_a=5.122
O 0.65538 1.72434 -0.09800 -0.911 -1.258 -0.532
C 0.14112 0.63757 -0.28021 -2.947 -0.306 0.424
N -1.37449 0.46741 -0.32181 1.141 3.162 3.087
O -1.71170 -0.79592 0.16281 -3.421 -3.392 -1.710
N 0.76279 -0.55529 -0.41901 3.564 -0.786 1.219
S 2.50618 -0.32772 -0.09365 0.306 -0.399 -0.261
H -1.57306 1.10260 0.59142 0.073 -1.331 -2.937
H -2.59653 -1.26441 -0.38632 3.941 2.671 1.891
H 0.54462 -1.54891 -0.12546 -0.806 2.350 -0.439
H 2.64568 0.56033 0.97024 -0.940 -0.712 -0.742

[5]
10
Properties=species:S:1:pos:R:3:forces:R:3 method="wB97M-V/def2-TZVPD" homo_energy_ev="-9.17 / -10.05" e_above_lowest_ev=6.315 homo_lumo_gap_ev="7.48 / 9.51" charge=0 total_energy_ha=-698.44326 e_lumo_ev="-1.7 / -0.5" fmax_ev_per_a=4.978
C 1.64478 -0.68770 0.72052 -0.651 1.511 -1.510
N -0.81610 1.40450 -0.13489 3.082 -3.153 -2.312
N -0.63830 0.12804 0.61146 1.278 -1.153 1.671
O -2.60680 -0.19224 -1.09777 -0.172 -0.849 0.499
O -0.26427 -0.43782 -1.87887 -1.074 -0.027 1.322
S -1.21076 -0.07487 -0.84158 0.649 2.195 -3.102
H 1.46129 -1.25995 1.57830 -0.206 -0.498 1.133
H 1.97924 -1.22410 -0.17831 -0.429 0.477 0.351
H 1.79356 0.39850 0.79016 0.200 -0.802 0.043
H -1.34262 1.94564 0.43101 -2.678 2.299 1.905

[6]
10
Properties=species:S:1:pos:R:3:forces:R:3 method="wB97M-V/def2-TZVPD" homo_energy_ev="-9.13 / -9.15" e_above_lowest_ev=4.376 homo_lumo_gap_ev="7.78 / 8.37" charge=0 total_energy_ha=-375.50644 e_lumo_ev="-1.4 / -0.8" fmax_ev_per_a=5.756
C -0.17260 0.40312 -0.78853 -5.055 -1.835 -0.483
N -0.99646 -0.83700 -0.71830 -0.061 -0.998 0.202
N 1.19006 0.27724 1.65733 -0.236 -0.279 -1.927
O 1.78051 -0.62693 2.12530 -0.222 0.628 0.721
O 0.53847 1.21990 1.93774 0.336 -0.390 1.003
O 1.02794 0.22797 -0.58831 5.558 -0.651 1.350
H -0.25741 0.96836 -1.69225 -0.392 0.421 -1.766
H -0.63251 1.11986 -0.13176 -0.500 0.875 1.060
H -1.93129 -0.98896 -1.07876 0.199 0.987 -0.087
H -0.54671 -1.76357 -0.72247 0.373 1.243 -0.072

[7]
11
Properties=species:S:1:pos:R:3:forces:R:3 method="wB97M-V/def2-TZVPD" homo_energy_ev=-4.67 e_above_lowest_ev=1.353 homo_lumo_gap_ev=8.84 charge=-1 total_energy_ha=-717.21957 e_lumo_ev=4.2 smiles="NC(=O)[P@](N)(=O)[O-]" fmax_ev_per_a=4.202
N 0.73328 0.66717 -1.53262 1.753 2.074 3.207
C 0.87564 0.71551 0.10885 -2.534 -1.345 -2.439
O 1.75945 1.24420 0.66169 1.701 1.373 0.042
P -0.38704 -0.30445 1.16159 0.350 0.592 0.761
N -1.64740 -0.77430 0.09258 0.992 0.152 0.765
O -0.77074 0.56746 2.30794 -0.726 0.245 -1.028
O 0.41437 -1.50317 1.45030 0.621 -1.480 -0.360
H 1.63690 1.19206 -1.85833 -1.932 -2.136 0.479
H 0.66297 -0.34287 -1.60859 0.658 0.055 -0.858
H -2.03404 0.08819 -0.30212 0.080 -1.000 -0.703
H -1.24339 -1.54980 -0.48128 -0.963 1.470 0.133

[8]
9
Properties=species:S:1:pos:R:3:forces:R:3 method="wB97M-V/def2-TZVPD" homo_energy_ev=-9.07 e_above_lowest_ev=0.948 homo_lumo_gap_ev=9.57 charge=0 total_energy_ha=-623.42435 e_lumo_ev=0.5 smiles="NC(=O)NS" fmax_ev_per_a=4.496
N -1.07779 0.05848 0.30994 0.701 -1.315 -0.570
C 0.04596 0.63924 -0.09306 4.020 -1.839 -0.815
O 0.43032 1.75950 -0.06807 -1.374 1.942 0.215
N 1.12084 -0.36277 -0.47582 -4.251 -0.883 0.452
S 2.55178 0.05706 0.22316 2.565 -0.129 -0.853
H -1.29151 -0.89546 0.14260 0.147 -0.574 -0.172
H -1.80675 0.59015 0.60332 -2.344 1.978 0.852
H 0.69227 -1.29993 -0.22970 1.674 1.066 -0.419
H 3.37460 0.23306 -0.93176 -1.138 -0.245 1.310

[9]
9
Properties=species:S:1:pos:R:3:forces:R:3 method="wB97M-V/def2-TZVPD" homo_energy_ev=-8.71 e_above_lowest_ev=4.365 homo_lumo_gap_ev=9.24 charge=0 total_energy_ha=-623.29880 e_lumo_ev=0.5 smiles=C#[N+][S-].NO fmax_ev_per_a=4.111
C -1.19841 1.90540 1.96452 1.953 0.262 -0.336
N -0.08942 2.17675 1.69927 -3.948 -0.804 0.818
S 1.28176 2.67776 1.25227 2.668 0.812 -0.762
H -2.01790 1.41883 2.39815 -0.670 -0.268 0.245
N 0.70749 -0.76659 -0.60915 0.160 0.097 0.020
O 0.07867 -0.15810 -1.74253 -0.110 -0.162 0.061
H 0.90149 -1.73028 -0.88056 -0.174 0.232 -0.042
H -0.00304 -0.79534 0.12176 0.069 0.007 -0.281
H 0.63315 0.60249 -1.95822 0.052 -0.176 0.277

[10]
9
Properties=species:S:1:pos:R:3:forces:R:3 method="wB97M-V/def2-TZVPD" homo_energy_ev=-9.16 e_above_lowest_ev=5.790 homo_lumo_gap_ev=9.35 charge=0 total_energy_ha=-623.24644 e_lumo_ev=0.2 fmax_ev_per_a=6.036
C -0.26648 -0.13758 0.97310 -1.956 -0.146 3.220
H 0.38339 1.71220 -1.51477 1.427 -2.572 0.449
H 1.80363 0.01035 0.76012 1.622 -0.012 1.439
H -0.23230 -0.27156 2.15767 0.657 0.597 -2.598
H -0.62390 -1.22358 -1.07967 -4.403 4.084 0.608
N 0.95997 0.07504 0.29851 -4.225 -0.376 -1.359
N -1.55522 -0.22574 0.65376 4.223 -0.114 -2.523
O -1.56322 -0.30528 -0.86850 3.246 -4.101 1.037
S 1.09413 0.36615 -1.38023 -0.590 2.641 -0.272

[11]
9
Properties=species:S:1:pos:R:3:forces:R:3 method="wB97M-V/def2-TZVPD" homo_energy_ev=-7.83 e_above_lowest_ev=4.191 homo_lumo_gap_ev=8.50 charge=0 total_energy_ha=-623.30517 e_lumo_ev=0.7 fmax_ev_per_a=4.252
O 0.62926 0.97892 -1.00547 2.997 1.556 1.098
N 0.93110 -0.34307 -1.24920 0.925 -2.203 -3.517
C 0.25080 -1.30854 -0.45825 -1.194 1.631 2.729
N -0.38651 -0.93158 0.63114 1.245 -2.417 -2.817
S -0.77747 0.63932 1.00551 -0.143 -0.003 3.670
H 1.48086 1.36360 -0.48745 -3.004 -1.331 -1.671
H 1.07997 -0.47248 -2.34078 -0.705 -0.048 3.173
H 0.33693 -2.44224 -0.56217 0.345 1.942 -0.552
H -0.80929 0.26442 2.42192 -0.466 0.873 -2.112

[12]
9
Properties=species:S:1:pos:R:3:forces:R:3 method="wB97M-V/def2-TZVPD" homo_energy_ev=-17.40 e_above_lowest_ev=1.654 homo_lumo_gap_ev=4.80 charge=+2 total_energy_ha=-438.80255 e_lumo_ev=-12.6 fmax_ev_per_a=8.143
Sn 1.34673 -0.30386 3.85013 -0.857 0.258 -2.057
C -0.16441 0.02439 0.03544 1.542 0.732 -2.432
O 0.30617 0.15730 1.14146 1.775 -1.004 7.883
N -0.15381 1.13648 -0.64920 -1.326 0.816 -2.468
N -0.31412 -1.08082 -0.65104 -0.657 -1.312 -0.194
H -0.39234 0.94146 -1.61106 -0.092 1.554 -0.192
H -0.07769 2.05789 -0.24261 -0.074 -0.279 -0.251
H -0.15899 -1.98263 -0.22355 -0.107 0.128 -0.406
H -0.39155 -0.95020 -1.64957 -0.205 -0.894 0.116

[13]
9
Properties=species:S:1:pos:R:3:forces:R:3 method="wB97M-V/def2-TZVPD" homo_energy_ev=-8.09 e_above_lowest_ev=0.845 homo_lumo_gap_ev=8.42 charge=0 total_energy_ha=-832.65381 e_lumo_ev=0.3 smiles="[H]/N=C1/[PH]#P1N" fmax_ev_per_a=3.181
H -0.67939 2.46942 -0.99268 -1.367 -1.720 0.328
N -1.44407 1.90544 -0.48829 1.104 2.974 0.240
C -1.42204 0.67271 -0.42272 -0.291 -0.691 -0.217
P -2.33314 -0.61355 0.54487 -1.134 -0.102 -0.828
P -0.72132 -0.85077 -1.02122 0.842 -0.459 0.943
N 0.73736 -0.83944 -0.16537 0.306 -0.923 -1.835
H -1.74088 -0.41825 1.80054 0.689 0.114 0.017
H 0.91455 -0.40347 0.67997 -0.101 1.164 1.769
H 1.49732 -1.44862 -0.39316 -0.048 -0.357 -0.415

[14]
9
Properties=species:S:1:pos:R:3:forces:R:3 method="wB97M-V/def2-TZVPD" homo_energy_ev=-8.86 e_above_lowest_ev=3.352 homo_lumo_gap_ev=8.03 charge=0 total_energy_ha=-832.56168 e_lumo_ev=-0.8 smiles="C=NP[PH]#N" fmax_ev_per_a=4.149
C -1.14454 1.09552 -0.23825 -1.285 -2.940 2.630
N -1.15735 -0.08226 0.30334 -0.839 1.661 -1.572
P -0.43053 -1.44104 -0.38710 0.607 0.434 -0.549
P 1.60105 -0.41062 -0.15757 -1.662 -1.606 -0.128
N 2.00625 0.98562 -0.43416 0.451 1.280 -0.559
H -1.90568 1.68640 0.15855 -1.018 1.541 0.710
H -0.53074 1.54308 -0.93403 1.669 0.285 -1.837
H -0.43705 -2.20508 0.80820 0.659 0.082 0.003
H 1.99860 -1.17161 0.88102 1.420 -0.736 1.304

[15]
9
Properties=species:S:1:pos:R:3:forces:R:3 method="wB97M-V/def2-TZVPD" homo_energy_ev=-8.99 e_above_lowest_ev=2.985 homo_lumo_gap_ev=9.38 charge=0 total_energy_ha=-946.27684 e_lumo_ev=0.4 smiles=SSN1CN1 fmax_ev_per_a=3.356
S -2.71219 0.82011 -0.28759 1.186 -1.952 -0.532
S -1.35777 -0.44447 0.80688 -1.486 1.195 -1.007
N 0.05752 0.52280 0.68729 2.432 -2.022 -0.515
C 1.20547 -0.55257 0.43094 -2.827 1.171 -0.931
N 0.74325 0.28817 -0.63638 -0.333 -0.076 -0.263
H -2.46674 0.12584 -1.49334 -0.368 0.951 1.237
H 1.08132 -1.64890 0.43639 -0.569 0.816 -0.213
H 2.05385 -0.20300 0.84622 2.782 0.722 1.733
H 1.39528 1.09202 -0.79041 -0.817 -0.805 0.491

[16]
10
Properties=species:S:1:pos:R:3:forces:R:3 method="wB97M-V/def2-TZVPD" homo_energy_ev=-8.51 e_above_lowest_ev=2.225 homo_lumo_gap_ev=7.26 charge=0 total_energy_ha=-1344.46860 e_lumo_ev=-1.2 fmax_ev_per_a=3.450
N 2.28178 -0.72418 0.05579 -0.008 -2.730 2.109
N 0.94584 -1.07295 0.05493 -2.725 0.678 0.001
C -0.07698 -0.29497 0.10256 0.848 1.452 -0.906
S -0.14756 1.53250 0.06588 -0.364 -0.766 -1.054
S -1.79276 -0.85331 0.00062 -1.405 -0.507 -0.124
S -3.59311 0.64878 0.21504 2.152 -1.124 0.284
H 2.70367 -0.12344 -0.61659 -0.286 0.441 -0.762
H 2.74695 -1.66775 0.21825 -0.310 2.278 -0.786
H 0.77266 1.51330 0.95131 1.637 0.539 1.365
H -3.84048 1.04202 -1.04780 0.461 -0.261 -0.127

[17]
8
Properties=species:S:1:pos:R:3:forces:R:3 method="wB97M-V/def2-TZVPD" homo_energy_ev=-8.50 e_above_lowest_ev=3.378 homo_lumo_gap_ev=9.11 charge=0 total_energy_ha=-439.37375 e_lumo_ev=0.6 fmax_ev_per_a=3.546
C 1.17342 -0.04251 0.00521 -1.644 -2.711 1.588
N 0.12521 0.81352 0.60967 1.607 0.062 2.910
N 0.19048 0.61633 -0.82773 1.218 0.029 -2.847
Si -1.24478 0.00126 -0.03981 0.336 0.230 -0.126
H 2.21411 0.19053 0.11683 0.183 1.179 -0.561
H 1.12325 -1.18556 0.29642 -0.523 1.944 -0.949
H -1.32705 -1.42897 -0.23691 -0.421 -0.419 0.311
H -2.25463 1.03540 0.07631 -0.756 -0.313 -0.327

[18]
8
Properties=species:S:1:pos:R:3:forces:R:3 method="wB97M-V/def2-TZVPD" homo_energy_ev=-16.58 e_above_lowest_ev=3.424 homo_lumo_gap_ev=11.56 charge=+1 total_energy_ha=-204.37994 e_lumo_ev=-5.0 smiles="[NH2+]=C1NN1" fmax_ev_per_a=7.346
N -1.21417 0.56721 -0.37755 4.930 -5.440 0.243
C 0.02311 0.10499 0.09632 -5.444 -0.996 -1.195
N 0.68683 -1.08406 0.14805 -2.044 0.128 -0.272
N 1.20893 0.26872 0.59285 1.303 0.837 -1.886
H -1.80364 -0.06658 -1.03000 1.337 1.686 1.699
H -1.35924 1.47164 -0.13086 -1.383 3.331 0.297
H 0.87331 -1.39869 -0.79364 1.293 -0.039 -0.515
H 1.58487 0.13677 1.49482 0.009 0.492 1.629

[19]
8
Properties=species:S:1:pos:R:3:forces:R:3 method="wB97M-V/def2-TZVPD" homo_energy_ev=-16.04 e_above_lowest_ev=5.062 homo_lumo_gap_ev=10.47 charge=+1 total_energy_ha=-204.31971 e_lumo_ev=-5.6 fmax_ev_per_a=6.273
C 1.87373 -0.64183 -0.02059 0.102 4.955 1.018
N 2.13621 0.58689 0.38175 0.279 -3.304 0.445
N 1.20165 0.42158 -0.62544 -1.120 -0.641 -1.726
N -0.51597 0.47933 -0.02460 -0.059 -4.631 -4.232
H 1.96074 -1.68575 0.11240 0.327 -0.930 -0.039
H -0.77741 1.40885 0.03102 -0.737 2.278 0.888
H -0.53131 -0.17031 0.74776 -0.657 0.584 0.726
H -1.08610 -0.00538 -0.90343 1.864 1.688 2.919

[20]
8
Properties=species:S:1:pos:R:3:forces:R:3 method="wB97M-V/def2-TZVPD" homo_energy_ev="-16.44 / -16.37" e_above_lowest_ev=6.545 homo_lumo_gap_ev="9.30 / 9.26" charge=+1 total_energy_ha=-204.26521 e_lumo_ev="-7.1 / -7.1" fmax_ev_per_a=4.732
C 0.48291 -0.37456 -0.06062 -3.626 0.848 1.032
N -2.29878 0.27992 -0.05726 3.830 -2.286 0.598
N -0.75085 -0.85905 0.15212 -3.595 2.940 -0.908
N 0.77006 0.91427 0.02265 -2.226 -0.554 0.163
H -1.31501 -1.72965 0.03029 1.878 0.514 -0.042
H 1.26308 -1.07532 -0.18184 0.920 -0.678 -0.259
H 1.70549 1.10683 -0.11362 2.263 0.852 -0.270
H 0.14311 1.73754 0.20828 0.556 -1.636 -0.314